# 1
This record from the Open Molecules 2025 dataset describes a molecular structure, C3H9N3 in a non-equilibrium geometry. The level of theory is ωB97M-V with the def2-TZVPD basis set.

HOMO level, eV: -8.223
Lowest unoccupied orbital energy, eV: 0.92
E, eV: -7721.89295
ΔE to the lowest compared entry with this formula, charge and spin, kcal/mol: 131.0
HOMO-LUMO gap, hartree: 0.33582

XYZ file:
```
15
Properties=species:S:1:pos:R:3:forces:R:3
C -1.654581 0.844613 2.253569 -3.16 1.81 0.46
C -0.284522 0.426058 0.259187 0.12 -1.34 -0.99
C 1.731543 -1.202543 -2.123112 1.16 -1.09 -1.62
H -1.731908 2.106147 2.737900 -0.50 -4.40 -0.60
H -1.642247 -0.147567 3.017647 -0.49 3.14 -1.79
H -2.703772 0.763231 1.405435 3.52 0.11 2.74
H 0.339738 0.565821 2.072980 1.26 -0.25 1.13
H -1.255038 0.490820 -0.385730 1.68 -0.02 1.17
H 0.213966 0.182731 -2.103555 0.47 -1.24 0.40
H 1.480787 -1.071020 -3.329635 1.50 -0.57 2.98
H 2.740197 -0.541969 -1.689628 -2.89 -2.04 -1.57
H 1.915938 -2.489716 -1.901114 -0.63 4.15 -0.52
N -0.409219 0.941209 1.565633 0.15 -0.71 -3.06
N 0.792390 -0.181057 -0.207391 -3.61 1.09 0.32
N 0.466727 -0.686757 -1.572186 1.41 1.37 0.92
```
Forces are in eV/Å.


# 2
This record from the Open Molecules 2025 dataset describes a molecular structure, C6H5Cl2LaNO3Tl in a non-equilibrium geometry. The level of theory is ωB97M-V with the def2-TZVPD basis set.

HOMO level (alpha / beta), eV: -23.481 / -23.483
Lowest unoccupied orbital energy (alpha / beta), eV: -20.28 / -20.87
Total charge: +4
E, eV: -44482.73775
ΔE to the lowest compared entry with this formula, charge and spin, kcal/mol: 4.7
HOMO-LUMO gap (alpha / beta), hartree: 0.11781 / 0.09606

XYZ file:
```
19
Properties=species:S:1:pos:R:3:forces:R:3
Tl -2.188878 1.043631 -3.959398 -0.66 0.58 -0.05
La -0.832530 -0.325365 -0.634398 -1.06 0.77 3.56
Cl -0.753796 2.174514 -1.367267 -0.33 1.15 -1.32
Cl -0.031628 -1.609505 -2.717815 1.13 -1.67 -2.60
C -0.953081 -2.956948 -0.029148 0.20 -5.66 0.13
C -4.296850 2.509286 -2.944956 -2.71 2.73 -0.23
C -3.954102 -0.910208 -4.905906 -2.08 -1.38 -2.34
O -0.904468 -4.102986 0.007086 -0.23 4.50 0.02
O -5.122681 3.295262 -2.869754 2.81 -2.75 -0.10
O -4.673457 -1.481460 -5.580637 2.30 1.74 2.27
C 3.604790 0.501502 2.929411 0.81 0.45 -0.84
C 2.152066 0.058417 3.159152 0.19 0.15 0.49
C 1.406585 0.116339 1.937700 -0.63 -0.41 -0.48
N 0.789801 0.095142 0.936946 1.03 0.09 1.40
H 4.085812 -0.091898 2.147092 -0.06 -0.06 0.18
H 4.196862 0.399751 3.834529 -0.24 -0.11 0.18
H 3.656619 1.545481 2.609870 -0.08 -0.08 0.16
H 2.142531 -0.982225 3.538870 -0.30 0.27 -0.19
H 1.676406 0.721269 3.908621 -0.10 -0.30 -0.27
```
Forces are in eV/Å.


# 3
This record from the Open Molecules 2025 dataset describes a molecular structure, C23H31FeN4O5S in a non-equilibrium geometry. The level of theory is ωB97M-V with the def2-TZVPD basis set.

HOMO level (alpha / beta), eV: -7.686 / -7.649
Lowest unoccupied orbital energy (alpha / beta), eV: 0.03 / 0.14
2S+1: 2
E, eV: -85772.22052
ΔE to the lowest compared entry with this formula, charge and spin, kcal/mol: 63.3
HOMO-LUMO gap (alpha / beta), hartree: 0.28357 / 0.28638

XYZ file:
```
65
Properties=species:S:1:pos:R:3:forces:R:3
Fe 1.016456 -0.842405 1.055215 0.69 -0.12 0.30
O -0.137998 -0.488952 2.491924 -0.04 0.09 -0.17
C -1.076924 -1.257745 2.955598 0.10 -0.04 -0.04
C -2.137719 -0.668892 3.681563 -0.03 0.00 0.02
C -3.160220 -1.431684 4.190070 0.02 0.01 -0.02
C -3.183829 -2.824017 4.021893 0.00 -0.02 0.00
C -2.149062 -3.420801 3.346590 -0.03 0.00 0.02
C -1.092977 -2.667078 2.806187 -0.01 0.02 0.00
C -0.015341 -3.368830 2.165273 -0.03 -0.05 0.01
N 0.971752 -2.826140 1.562847 0.12 -0.01 -0.05
C 1.987615 -3.680830 0.956061 -0.01 0.01 0.02
C 2.433905 -3.009959 -0.338327 0.12 -0.08 0.17
N 2.628947 -1.617254 0.028363 -0.79 0.25 -0.96
C 3.436128 -0.845502 -0.596108 0.08 0.68 0.49
C 3.717214 0.474713 -0.085417 -0.17 -0.10 0.09
C 4.525101 1.353992 -0.823642 0.01 -0.12 -0.06
C 4.910176 2.568803 -0.319702 0.00 0.08 0.09
C 4.507948 2.908699 0.982489 0.05 0.00 -0.07
C 3.731278 2.067336 1.738833 0.04 -0.11 0.08
C 3.273717 0.825168 1.231117 -0.04 0.04 -0.24
O 2.477228 0.095279 1.950514 -0.21 -0.07 0.10
H -2.111537 0.405471 3.807941 -0.01 0.00 0.00
H -3.964673 -0.948034 4.731159 0.00 0.01 0.00
H -3.994925 -3.413960 4.425111 0.00 0.00 0.00
H -2.133424 -4.498132 3.219924 0.01 0.00 0.00
H -0.064007 -4.460742 2.215818 0.00 0.01 -0.01
H 1.603923 -4.688727 0.779164 0.02 -0.01 0.01
H 2.842635 -3.743914 1.634110 0.00 0.02 0.01
H 1.656162 -3.102659 -1.097585 -0.02 0.05 0.03
H 3.357474 -3.463044 -0.706923 0.00 0.03 -0.04
H 3.960628 -1.131008 -1.512950 0.13 -0.38 0.19
H 4.850315 1.045995 -1.812801 0.00 0.01 0.00
H 5.522019 3.244118 -0.901002 0.00 0.00 0.00
H 4.811927 3.860808 1.400966 0.00 0.00 0.00
H 3.425845 2.337431 2.741210 -0.03 0.00 0.00
C 0.648035 0.020997 -2.567168 -0.01 0.06 0.00
S -0.692000 -0.594007 -1.586806 -0.05 -0.20 0.14
O -0.793085 1.162067 0.448130 0.07 -0.16 0.18
O -1.646339 -1.156088 -2.514348 0.01 0.00 0.01
O -0.136259 -1.555347 -0.603150 -0.16 0.09 0.08
H 0.317131 0.920661 -3.078463 -0.01 -0.06 -0.02
H 0.836729 -0.770669 -3.292707 0.04 0.01 0.01
H 1.489084 0.235925 -1.918600 0.02 0.02 -0.01
C -3.863139 1.404990 -3.073168 0.01 0.00 0.01
C -3.361759 2.104337 -1.811447 -0.01 0.06 0.07
N -1.978499 1.817441 -1.455670 0.08 -0.02 -0.41
C -0.992757 2.847983 -1.751054 -0.04 0.10 0.10
C -0.936350 3.228726 -3.228039 -0.05 0.00 0.03
C -1.608624 0.759781 -0.613114 0.11 0.00 0.11
C -2.771420 -0.032307 -0.029752 -0.01 0.08 0.01
N 0.620766 0.869754 0.307730 -0.06 -0.03 -0.25
H -4.953849 1.428292 -3.110539 0.00 0.03 -0.03
H -3.535962 0.366052 -3.089955 -0.04 -0.02 0.02
H -3.482887 1.888431 -3.973835 0.04 -0.03 0.00
H -4.020808 1.872571 -0.974423 0.03 -0.03 0.02
H -3.425117 3.188039 -1.938741 -0.05 0.00 0.02
H -0.020959 2.501742 -1.401680 0.00 -0.04 -0.03
H -1.217950 3.750462 -1.167252 0.04 -0.01 0.02
H -0.887634 2.348379 -3.871387 0.02 0.02 -0.01
H -0.064083 3.854504 -3.420520 0.00 0.02 -0.01
H -1.820590 3.794749 -3.524163 0.00 -0.01 -0.03
H -3.267880 0.610648 0.696878 -0.01 -0.02 0.00
H -2.379009 -0.895836 0.503946 0.00 0.00 0.01
H -3.475624 -0.363745 -0.788037 -0.01 0.00 0.00
H 0.995094 1.603978 0.901881 0.06 -0.05 0.00
```
Forces are in eV/Å.


# 4
This record from the Open Molecules 2025 dataset describes C3H7BO3 in the gas phase in a non-equilibrium geometry. The level of theory is ωB97M-V with the def2-TZVPD basis set.

HOMO level (alpha / beta), eV: -3.769 / -10.090
Lowest unoccupied orbital energy (alpha / beta), eV: 0.67 / -3.23
2S+1: 3
E, eV: -10038.01531
ΔE to the lowest compared entry with this formula, charge and spin, kcal/mol: 78.4
HOMO-LUMO gap (alpha / beta), hartree: 0.16311 / 0.25224

XYZ file:
```
14
Properties=species:S:1:pos:R:3:forces:R:3
B 0.951417 -0.371070 0.316989 -3.36 0.84 -0.57
C -0.273082 -0.587927 1.341316 -0.02 -0.18 0.82
C -1.248391 0.798822 -0.239468 0.23 -1.25 0.58
C 0.387393 0.387855 -0.974592 -0.41 -0.56 0.92
O -1.479924 -0.207974 0.684161 0.95 0.79 -1.68
O 2.217914 -0.706981 0.508604 3.02 -0.63 0.43
O 0.214324 -0.458526 -2.074006 -0.56 0.21 0.87
H -0.425967 -1.615115 1.682096 -0.19 0.02 0.09
H -0.138563 0.037109 2.240673 -0.03 0.05 0.12
H -1.122013 1.789568 0.208529 0.63 -0.06 -0.11
H -2.013617 0.786136 -1.009235 -0.14 -0.07 0.04
H 0.816701 1.352344 -1.253773 -0.30 0.31 -0.49
H 2.439582 -1.190327 1.306892 -0.03 0.08 -0.08
H -0.325773 -0.013915 -2.738186 0.22 0.45 -0.95
```
Forces are in eV/Å.


# 5
This record from the Open Molecules 2025 dataset describes a gas-phase ion, C4H8NS (charge +1) in a non-equilibrium geometry. The level of theory is ωB97M-V with the def2-TZVPD basis set.

HOMO level (alpha / beta), eV: -13.822 / -14.176
Lowest unoccupied orbital energy (alpha / beta), eV: -6.44 / -7.46
Total charge: +1
E, eV: -16592.04026
ΔE to the lowest compared entry with this formula, charge and spin, kcal/mol: 77.6
HOMO-LUMO gap (alpha / beta), hartree: 0.27134 / 0.24691

XYZ file:
```
14
Properties=species:S:1:pos:R:3:forces:R:3
C -0.367894 0.468070 -1.241300 -0.98 0.26 -3.53
C -1.160564 -1.490795 0.527197 -2.11 -1.00 -0.06
C 0.080769 -1.063267 0.536549 0.78 0.87 0.32
C 1.128647 1.074628 0.701608 2.40 0.33 -0.11
N 0.312507 0.154739 -0.094763 1.89 -0.88 2.96
S 0.688267 0.311033 -2.797507 -0.42 0.15 1.12
H -0.863607 1.442085 -1.304144 0.39 0.03 0.44
H -1.139451 -0.294394 -1.423301 0.34 0.44 -0.12
H -1.943255 -1.049785 -0.024583 -0.44 0.89 -0.79
H -1.658269 -2.225041 1.103568 0.70 -1.19 0.89
H 0.814026 -1.466821 1.226162 0.21 0.32 -0.23
H 0.839615 2.074939 0.534604 -0.72 1.15 -0.60
H 2.276742 1.127920 0.476534 -2.04 -0.81 0.08
H 0.992469 0.936688 1.779376 0.01 -0.55 -0.37
```
Forces are in eV/Å.


# 6
This record from the Open Molecules 2025 dataset describes 4 unconnected molecules or ions with the total composition H8O4 in a non-equilibrium geometry. The level of theory is ωB97M-V with the def2-TZVPD basis set.

HOMO level, eV: -10.231
Lowest unoccupied orbital energy, eV: 0.20
SMILES string: O.O.O.O
E, eV: -8318.78686
ΔE to the lowest compared entry with this formula, charge and spin, kcal/mol: 43.6
HOMO-LUMO gap, hartree: 0.38327

XYZ file:
```
12
Properties=species:S:1:pos:R:3:forces:R:3
O -0.974745 -0.121294 -0.596183 -1.53 0.96 -0.89
H -0.179785 -0.021594 -0.072423 0.03 0.00 -0.01
H -1.206265 -1.045834 -0.507372 -0.40 0.05 0.15
O 1.169605 0.557546 0.474487 1.88 -0.77 0.71
H 1.778615 0.894866 -0.182453 0.02 0.21 -0.36
H 1.413105 1.009886 1.282158 0.32 0.00 0.31
O -0.714355 2.196306 0.385507 -0.33 1.80 0.62
H -1.301375 1.606616 -0.087682 -0.16 -0.40 -0.17
H -0.244765 1.628286 0.996288 -0.63 0.28 -0.26
O -0.283785 -2.358764 -0.563862 0.50 -2.03 -0.05
H 0.367945 -2.459014 0.129987 0.15 -0.16 0.27
H 0.175805 -1.887004 -1.258453 0.15 0.07 -0.32
```
Forces are in eV/Å.


- Which of these has the highest E?
  C3H9N3


- What is the formula in the sixth record?
  H8O4


- The highest E belongs to which entry?
  C3H9N3


- Which of these has the highest E?
  C3H9N3